Entry 1:
# C6H9ClNO2

An isolated ion of composition C6H9ClNO2 and charge +1 (the ωB97M-V functional and the def2-TZVPD basis, the Open Molecules 2025 dataset).

Each line ends with the natural charge from an NBO analysis.
Atoms and positions in Å:
Cl (-3.5121, 0.7267, -0.1884)  0.16
O (-0.0834, -0.6672, -0.4618)  -0.23
O (-1.0509, 0.9346, 0.7985)  -0.44
N (-1.2803, -1.3635, -0.4333)  -0.16
C (1.1712, 1.2686, -0.0499)  -0.19
C (1.5349, 2.5716, 0.2489)  -0.15
C (0.0118, 0.4414, 0.1240)  0.80
C (-1.3798, -2.7040, -0.1084)  -0.48
C (2.3438, 0.6267, -0.7213)  -0.60
C (-2.2263, 0.1860, 0.7802)  0.21
H (-2.5134, -0.3011, 1.6808)  0.22
H (-1.9989, -3.3104, -0.8716)  0.25
H (0.8945, 3.3218, 0.7832)  0.22
H (2.1893, 0.6551, -1.7670)  0.24
H (2.5660, 2.9505, 0.0310)  0.23
H (3.2174, 1.0798, -0.4289)  0.23
H (2.3663, -0.4712, -0.3435)  0.22
H (-1.9209, -2.8483, 0.8401)  0.23
H (-0.3291, -3.0974, 0.0875)  0.24

Results
- Charge: +1
- 2S+1: 1
- HOMO-LUMO gap (alpha / beta): 7.916 / 7.914 eV
- Electronic energy: -898.963033 hartree
- Highest occupied orbital energy (alpha / beta): -0.4872 / -0.4872 hartree
- ΔE to the lowest compared entry with this formula, charge and spin: 390.73 kJ/mol
- LUMO level (alpha / beta): -0.196 / -0.196 hartree

***

Entry 2:
# C6H9ClO

One molecule with the formula C6H9ClO (the ωB97M-V functional and the def2-TZVPD basis, the Open Molecules 2025 dataset).

Each line ends with the natural charge from an NBO analysis.
Atoms and positions in Å:
Cl (0.7901, -1.5500, -1.7921)  0.04
O (-1.0318, 1.3870, 0.2021)  -0.51
C (0.0323, 0.4312, 0.0961)  0.05
C (-2.0659, 1.0776, -0.7855)  -0.09
C (0.6042, -0.4818, 1.1931)  -0.44
C (2.1248, -0.5738, 1.0608)  -0.66
C (-0.2625, -0.3099, -1.2385)  -0.05
C (-1.5126, 0.0612, -1.6626)  -0.26
H (-3.1287, 0.7527, -0.3283)  0.18
H (-2.3562, 2.0297, -1.3319)  0.20
H (0.0412, -1.5309, 1.2902)  0.21
H (2.5973, 0.5834, 1.1083)  0.21
H (-2.2598, -0.4209, -2.4215)  0.24
H (2.7487, -1.3083, 0.4057)  0.25
H (1.1017, 0.8854, 0.0637)  0.19
H (0.2276, 0.0905, 2.1546)  0.24
H (2.3495, -1.1232, 1.9858)  0.23

Results
- 2S+1: 1
- HOMO-LUMO gap: 9.710 eV
- Electronic energy: -769.327115 hartree
- Highest occupied orbital energy: -0.3226 hartree
- ΔE to the lowest compared entry with this formula, charge and spin: 308.19 kJ/mol
- LUMO level: 0.034 hartree

***

Entry 3:
# C6H9ClO

One molecule with the formula C6H9ClO (the ωB97M-V functional and the def2-TZVPD basis, the Open Molecules 2025 dataset).

Each line ends with the natural charge from an NBO analysis.
Atoms and positions in Å:
Cl (-2.4809, -1.5503, -0.6386)  -0.04
O (0.0920, 0.1729, -0.3693)  -0.53
C (0.6698, -0.6484, 0.6613)  -0.11
C (2.0031, -1.0767, 0.1174)  -0.21
C (-1.1219, 0.7383, -0.1221)  0.30
C (-1.2525, 2.0648, -0.3997)  -0.46
C (2.6331, -0.4752, -0.8725)  -0.37
C (-2.1666, -0.1782, 0.4199)  -0.46
H (-1.9493, -0.6092, 1.3996)  0.23
H (-0.3224, 2.4761, -0.7980)  0.22
H (0.7031, -0.0608, 1.5672)  0.19
H (2.2966, 0.4641, -1.3991)  0.21
H (0.0981, -1.5833, 0.8082)  0.19
H (-3.1063, 0.4453, 0.4913)  0.23
H (3.5459, -0.8838, -1.2386)  0.19
H (-2.1403, 2.5826, -0.2393)  0.21
H (2.4986, -1.8779, 0.6125)  0.20

Results
- 2S+1: 1
- HOMO-LUMO gap: 10.083 eV
- Electronic energy: -769.378656 hartree
- Highest occupied orbital energy: -0.3380 hartree
- ΔE to the lowest compared entry with this formula, charge and spin: 172.86 kJ/mol
- LUMO level: 0.033 hartree

***

Entry 4:
# C6H9ClO

C6H9ClO as an isolated structure (the ωB97M-V functional and the def2-TZVPD basis, the Open Molecules 2025 dataset).

Each line ends with the natural charge from an NBO analysis.
Atoms and positions in Å:
Cl (-1.6352, -1.6567, 1.1988)  0.04
O (0.2077, 1.8005, -0.3285)  -0.52
C (-0.7854, -0.1499, 0.7761)  -0.02
C (-0.1852, 0.4358, -0.6089)  0.06
C (0.9681, -0.4634, -0.8830)  -0.43
C (-0.4960, 0.9289, 1.6077)  -0.27
C (0.5328, -2.0306, -1.2028)  -0.69
C (-0.1478, 2.1682, 1.0161)  -0.11
H (0.3037, -1.8894, -2.4811)  0.21
H (-1.0753, 0.8928, 2.6411)  0.22
H (0.6907, 2.6931, 1.5591)  0.20
H (1.2292, -3.1756, -0.9313)  0.25
H (1.5417, 0.0530, -1.5911)  0.22
H (-0.5761, -2.4819, -0.6576)  0.24
H (-1.0698, 0.4184, -1.3500)  0.19
H (1.4445, -0.5238, 0.2769)  0.21
H (-0.9477, 2.9805, 0.9585)  0.19

Results
- 2S+1: 1
- HOMO-LUMO gap: 9.833 eV
- Electronic energy: -769.249365 hartree
- Highest occupied orbital energy: -0.3328 hartree
- ΔE to the lowest compared entry with this formula, charge and spin: 512.32 kJ/mol
- LUMO level: 0.029 hartree

***

Entry 5:
# C6H9ClSSi

One molecule with the formula C6H9ClSSi (the ωB97M-V functional and the def2-TZVPD basis, the Open Molecules 2025 dataset).

Each line ends with the natural charge from an NBO analysis.
Atoms and positions in Å:
Cl (0.5765, -2.7287, 0.5959)  -0.09
S (2.1186, 0.1768, -1.1386)  0.46
Si (-0.9037, -0.6589, -0.9524)  1.33
C (-1.1535, -2.1762, 0.2654)  -0.75
C (-2.3316, 0.6161, -0.8511)  -1.11
C (0.6462, 0.2813, -0.2101)  -0.61
C (0.8699, 0.9107, 0.9568)  -0.27
C (2.1879, 1.3681, 1.0947)  -0.26
C (3.0163, 0.9416, 0.1042)  -0.41
H (-1.9613, 1.4154, -0.1656)  0.24
H (4.0543, 1.0709, 0.0537)  0.23
H (-1.6344, -3.1280, 0.1467)  0.25
H (-1.5531, -1.6867, 1.0927)  0.21
H (0.1944, 1.1281, 1.7796)  0.22
H (-0.7021, -0.8479, -2.4375)  -0.15
H (-2.5780, 1.0795, -1.8876)  0.25
H (2.4481, 1.8904, 2.0081)  0.22
H (-3.2944, 0.3473, -0.4551)  0.24

Results
- 2S+1: 1
- HOMO-LUMO gap: 9.654 eV
- Electronic energy: -1381.872410 hartree
- Highest occupied orbital energy: -0.3259 hartree
- ΔE to the lowest compared entry with this formula, charge and spin: 192.44 kJ/mol
- LUMO level: 0.029 hartree

***

Entry 6:
# C6H9F2NO

A 2-piece molecular cluster, C6H9F2NO overall (the ωB97M-V functional and the def2-TZVPD basis, the Open Molecules 2025 dataset).

Each line ends with the natural charge from an NBO analysis.
Atoms and positions in Å:
F (-2.3794, 0.7532, 1.4067)  -0.35
F (-3.2035, -0.5770, -0.0185)  -0.37
O (-0.5866, 1.8539, -0.6965)  -0.74
N (1.0702, -0.9367, 0.3762)  -0.44
C (3.1071, 0.2139, -0.3619)  -0.68
C (1.7414, -0.2664, -0.5060)  0.17
C (-2.1147, 0.2522, 0.2180)  0.62
C (-0.6115, -2.3194, 1.2847)  -0.48
C (-0.0501, -1.3217, 0.6630)  0.26
C (-1.8625, 1.2716, -0.8652)  -0.18
H (1.1773, 0.2963, -1.2874)  0.19
H (-2.6277, 2.1056, -0.8798)  0.17
H (3.1673, 1.3309, -0.1621)  0.24
H (-1.6429, -2.6183, 1.4500)  0.23
H (-0.4053, 2.2906, 0.2156)  0.49
H (0.0885, -2.9409, 1.7900)  0.20
H (-2.0196, 0.8598, -1.8815)  0.21
H (3.7090, -0.0251, -1.2963)  0.24
H (3.4428, -0.2226, 0.5510)  0.23

Results
- 2S+1: 1
- HOMO-LUMO gap (alpha / beta): 6.610 / 7.678 eV
- Electronic energy: -563.536751 hartree
- Highest occupied orbital energy (alpha / beta): -0.2559 / -0.2926 hartree
- ΔE to the lowest compared entry with this formula, charge and spin: 514.33 kJ/mol
- LUMO level (alpha / beta): -0.013 / -0.010 hartree